(1)
This record from the Open Molecules 2025 dataset describes a 7-piece molecular cluster, C28H49N7 overall. The level of theory is ωB97M-V/def2-TZVPD.

Last column: Löwdin charge in e.
Element x y z (Å)
1 C 11.560820 -50.693010 -1.656737  -0.097
2 C 10.034716 -50.545588 -1.937434  -0.241
3 C 9.541691 -49.249777 -2.507621  -0.223
4 C 9.892559 -48.100193 -1.769248  -0.258
5 N 10.137323 -47.128269 -1.194469  0.149
6 H 12.224803 -50.511296 -2.501844  0.064
7 H 11.881341 -51.710844 -1.434491  0.067
8 H 11.961398 -49.995299 -0.921328  0.069
9 H 9.616884 -50.689861 -0.941089  0.105
10 H 9.538831 -51.377911 -2.436871  0.109
11 H 8.466827 -49.261797 -2.688238  0.128
12 H 9.917462 -49.041862 -3.509454  0.128
13 C 13.811556 -43.275620 2.383339  -0.125
14 C 14.673285 -42.547758 3.410318  -0.247
15 C 15.137396 -41.169349 2.846426  -0.174
16 C 16.092005 -40.727997 3.814384  -0.283
17 N 16.838686 -40.384724 4.608399  0.144
18 H 13.173582 -43.996026 2.895311  0.067
19 H 14.211981 -43.804454 1.518422  0.074
20 H 13.013101 -42.636682 2.006060  0.070
21 H 15.377529 -43.229224 3.887533  0.112
22 H 14.013166 -42.367734 4.258807  0.110
23 H 14.275870 -40.502452 2.813263  0.127
24 H 15.660376 -41.178018 1.890123  0.124
25 C 10.325903 -51.015171 4.105386  -0.106
26 C 10.901056 -52.266938 4.770268  -0.267
27 C 11.577119 -53.304056 3.858262  -0.173
28 C 10.590736 -53.878192 2.859133  -0.235
29 N 9.842403 -54.225050 2.084362  0.132
30 H 10.010156 -50.387319 4.938573  0.072
31 H 9.589309 -51.197685 3.322943  0.071
32 H 11.081239 -50.410309 3.603700  0.071
33 H 10.134604 -52.852119 5.278411  0.108
34 H 11.596579 -51.914428 5.531903  0.106
35 H 11.841316 -54.156763 4.483708  0.108
36 H 12.403567 -52.924382 3.257491  0.113
37 C 22.043291 -35.712272 9.361090  -0.103
38 C 20.968462 -34.908016 8.573997  -0.242
39 C 21.418058 -33.462413 8.334535  -0.219
40 C 21.604997 -32.747358 9.581379  -0.226
41 N 21.752782 -32.213225 10.638344  0.134
42 H 22.126138 -35.398949 10.401786  0.069
43 H 23.025625 -35.837357 8.905581  0.076
44 H 21.560034 -36.688493 9.400614  0.062
45 H 20.068668 -34.758043 9.170647  0.108
46 H 20.731617 -35.485405 7.680343  0.107
47 H 20.785599 -32.958532 7.603637  0.117
48 H 22.402011 -33.438201 7.866198  0.117
49 C 25.117015 -41.018608 8.131738  -0.112
50 C 24.592780 -41.466526 6.803436  -0.265
51 C 23.661147 -40.468250 5.985259  -0.169
52 C 24.270955 -39.192713 5.614659  -0.238
53 N 24.791496 -38.188071 5.314375  0.131
54 H 24.299197 -41.000815 8.852118  0.077
55 H 25.392569 -39.974577 7.982810  0.068
56 H 25.978136 -41.572450 8.505689  0.079
57 H 24.125513 -42.446898 6.896252  0.100
58 H 25.375311 -41.786276 6.115318  0.103
59 H 22.750390 -40.232619 6.535802  0.114
60 H 23.428694 -40.998054 5.061469  0.112
61 C 11.982444 -37.672581 -2.579600  -0.073
62 C 12.605771 -36.447604 -3.464990  -0.229
63 C 14.115569 -36.492651 -3.402517  -0.216
64 C 14.634563 -36.375889 -2.017378  -0.222
65 N 14.965239 -36.352046 -0.897700  0.132
66 H 11.017713 -37.321729 -2.213104  0.059
67 H 12.616370 -37.978528 -1.747376  0.056
68 H 11.787387 -38.491325 -3.272214  0.060
69 H 12.116204 -35.534516 -3.126324  0.101
70 H 12.363974 -36.556981 -4.522200  0.099
71 H 14.473341 -35.645671 -3.987931  0.112
72 H 14.460519 -37.408444 -3.882550  0.122
73 C 20.999162 -37.908526 0.005806  -0.108
74 C 20.893846 -38.526899 -1.413582  -0.242
75 C 19.684440 -39.496088 -1.759866  -0.174
76 C 19.550959 -40.067099 -3.130802  -0.223
77 N 19.472081 -40.487752 -4.205805  0.121
78 H 20.771611 -38.621833 0.797961  0.073
79 H 20.375943 -37.023560 0.134403  0.066
80 H 21.991616 -37.457822 0.009239  0.071
81 H 21.853651 -39.038705 -1.483771  0.099
82 H 20.856415 -37.715072 -2.139969  0.101
83 H 18.740263 -39.042957 -1.457702  0.111
84 H 19.893516 -40.348661 -1.113726  0.105

Forces on atoms 1 to 2 (eV/Å):
C 0.3739 -0.0176 -1.3047
C 0.6448 -1.1248 1.6302

Results
Frontier orbital gap = 11.51 eV
Spin multiplicity = 1
E = -40257.2887 eV
HOMO level = -11.1551 eV
LUMO level = 0.353 eV
SMILES string = CCCC#N.CCCC#N.CCCC#N.CCCC#N.CCCC#N.CCCC#N.CCCC#N
Energy relative to the best compared isomer or geometry (same formula, charge and spin) = 3.234 eV



(2)
This record from the Open Molecules 2025 dataset describes a 7-piece molecular cluster, C28H49N7 overall. The level of theory is ωB97M-V/def2-TZVPD.

Last column: Löwdin charge in e.
Element x y z (Å)
1 C 8.475804 -13.366126 27.408225  -0.102
2 C 7.627988 -13.409547 28.660718  -0.269
3 C 8.369974 -12.942489 29.923669  -0.186
4 C 9.659884 -13.581170 30.181724  -0.238
5 N 10.674290 -14.071454 30.392632  0.141
6 H 9.266518 -14.114878 27.429240  0.075
7 H 8.943597 -12.392926 27.245264  0.078
8 H 7.834479 -13.570215 26.547127  0.071
9 H 7.345693 -14.459388 28.830709  0.084
10 H 6.629988 -12.972101 28.604406  0.086
11 H 7.752572 -13.153054 30.802466  0.116
12 H 8.456543 -11.855023 29.914121  0.120
13 C 5.452609 -21.093696 27.450121  -0.110
14 C 4.799242 -22.336762 26.859820  -0.259
15 C 4.432967 -22.255923 25.372744  -0.196
16 C 3.431943 -21.215421 25.087582  -0.237
17 N 2.646515 -20.403077 24.882174  0.137
18 H 6.236258 -21.392099 28.150693  0.068
19 H 4.794378 -20.455062 28.038391  0.039
20 H 5.869486 -20.460981 26.664421  0.075
21 H 3.914477 -22.592221 27.447748  0.114
22 H 5.416756 -23.236328 26.933407  0.105
23 H 3.909553 -23.193826 25.158112  0.115
24 H 5.282058 -22.183030 24.698828  0.117
25 C 6.876283 -17.588999 29.427877  -0.103
26 C 5.913951 -18.210097 30.419399  -0.264
27 C 6.527204 -19.102648 31.501363  -0.190
28 C 5.576207 -19.960484 32.211454  -0.236
29 N 4.889126 -20.653879 32.805791  0.136
30 H 7.465977 -18.278499 28.818136  0.076
31 H 7.611928 -16.930317 29.901674  0.071
32 H 6.351640 -16.968224 28.697773  0.047
33 H 5.174595 -18.793386 29.867048  0.076
34 H 5.345194 -17.421324 30.914790  0.108
35 H 7.009953 -18.494742 32.273058  0.122
36 H 7.331080 -19.731727 31.111969  0.120
37 C 1.291929 -9.304320 32.010467  -0.100
38 C 1.884800 -9.946118 30.755210  -0.254
39 C 2.420345 -11.364154 30.984267  -0.195
40 C 3.733830 -11.358415 31.593813  -0.256
41 N 4.790446 -11.368673 32.040529  0.147
42 H 1.996119 -9.172085 32.834602  0.076
43 H 0.458960 -9.922602 32.349205  0.076
44 H 0.919810 -8.300282 31.803455  0.074
45 H 2.695598 -9.340141 30.352481  0.098
46 H 1.044032 -10.009436 30.066009  0.079
47 H 2.506633 -11.920934 30.049082  0.088
48 H 1.799202 -11.914069 31.700046  0.126
49 C 3.671190 -14.676465 29.121857  -0.087
50 C 4.260503 -14.765649 27.709120  -0.262
51 C 3.615115 -15.822703 26.786198  -0.174
52 C 3.503801 -17.135592 27.406300  -0.215
53 N 3.411221 -18.149880 27.936306  0.179
54 H 3.818235 -15.644107 29.601816  0.062
55 H 2.585459 -14.549566 29.053438  0.074
56 H 4.102051 -13.815962 29.626729  0.053
57 H 5.327014 -14.964483 27.839338  0.076
58 H 4.182373 -13.822039 27.167423  0.078
59 H 4.219830 -15.852671 25.881446  0.120
60 H 2.610899 -15.482618 26.528284  0.114
61 C 3.318061 -8.867060 25.128606  -0.108
62 C 4.273652 -8.183700 26.101117  -0.243
63 C 4.048917 -8.586578 27.552209  -0.186
64 C 4.222133 -10.039050 27.737635  -0.210
65 N 4.327461 -11.181542 27.805905  0.182
66 H 3.571584 -9.926583 25.080674  0.056
67 H 3.270142 -8.489963 24.107695  0.076
68 H 2.290982 -8.777443 25.493485  0.059
69 H 4.138203 -7.100884 26.060965  0.112
70 H 5.306110 -8.429908 25.852978  0.113
71 H 3.121333 -8.295530 28.046049  0.100
72 H 4.846103 -8.152783 28.167965  0.123
73 C 1.588433 -11.955161 25.556843  -0.094
74 C 0.064956 -11.958938 25.817606  -0.239
75 C -0.270389 -11.480537 27.225325  -0.182
76 C 0.133213 -10.074058 27.419150  -0.228
77 N 0.405616 -8.965939 27.530671  0.166
78 H 1.785632 -11.337130 24.683119  0.063
79 H 1.866774 -12.954346 25.205299  0.068
80 H 2.208217 -11.655619 26.394837  0.037
81 H -0.462392 -12.885448 25.591228  0.108
82 H -0.355802 -11.276274 25.073823  0.108
83 H 0.157741 -12.125704 27.991645  0.115
84 H -1.352094 -11.455886 27.395130  0.121

Forces on atoms 1 to 2 (eV/Å):
C -0.4119 0.3178 -0.4686
C 0.1264 -1.4103 0.7213

Results
Frontier orbital gap = 11.60 eV
Spin multiplicity = 1
E = -40259.7033 eV
HOMO level = -11.2905 eV
LUMO level = 0.309 eV
SMILES string = CCCC#N.CCCC#N.CCCC#N.CCCC#N.CCCC#N.CCCC#N.CCCC#N
Energy relative to the best compared isomer or geometry (same formula, charge and spin) = 0.819 eV